# 1
{
  "formula": "C22H30N2O2P2Pd",
  "method": "ωB97M-V/def2-TZVPD",
  "elements": ["Pd", "O", "C", "C", "C", "C", "C", "C", "C", "N", "C", "C", "N", "C", "C", "C", "C", "C", "C", "C", "O", "H", "H", "H", "H", "H", "H", "H", "H", "H", "H", "H", "H", "H", "H", "C", "P", "C", "C", "C", "P", "C", "C", "H", "H", "H", "H", "H", "H", "H", "H", "H", "H", "H", "H", "H", "H", "H", "H"],
  "positions_angstrom": [[-0.400, -0.088, 0.240], [-0.352, 1.339, -1.632], [-1.342, 1.672, -2.317], [-1.321, 2.949, -3.000], [-2.383, 3.378, -3.746], [-3.507, 2.554, -3.892], [-3.555, 1.287, -3.280], [-2.536, 0.834, -2.484], [-2.644, -0.538, -1.959], [-1.968, -1.010, -0.993], [-1.963, -2.447, -0.741], [-0.575, -2.956, -1.128], [0.460, -1.999, -0.688], [1.609, -2.124, -1.214], [2.797, -1.298, -0.937], [3.964, -1.710, -1.528], [5.184, -1.034, -1.327], [5.245, 0.100, -0.509], [4.108, 0.557, 0.093], [2.832, -0.104, -0.090], [1.835, 0.383, 0.487], [-0.426, 3.544, -2.875], [-2.360, 4.343, -4.234], [-4.343, 2.884, -4.495], [-4.424, 0.661, -3.450], [-3.335, -1.193, -2.496], [-2.734, -2.975, -1.305], [-2.148, -2.597, 0.324], [-0.510, -3.083, -2.211], [-0.398, -3.930, -0.667], [1.791, -2.920, -1.942], [3.957, -2.586, -2.165], [6.078, -1.401, -1.812], [6.188, 0.609, -0.360], [4.099, 1.434, 0.727], [0.797, 0.199, 3.628], [-0.289, -0.774, 2.556], [0.135, -2.500, 2.894], [-1.970, -0.495, 3.198], [-2.448, 0.945, 2.898], [-1.865, 1.622, 1.273], [-3.370, 2.315, 0.529], [-0.887, 3.102, 1.665], [0.791, -0.225, 4.635], [0.458, 1.233, 3.684], [1.814, 0.194, 3.241], [-0.060, -2.760, 3.936], [1.195, -2.656, 2.689], [-0.440, -3.161, 2.247], [-2.032, -0.711, 4.266], [-2.614, -1.216, 2.686], [-2.143, 1.634, 3.688], [-3.538, 0.965, 2.887], [-3.844, 3.012, 1.224], [-4.081, 1.524, 0.291], [-3.126, 2.857, -0.386], [-1.372, 3.721, 2.421], [-0.769, 3.690, 0.754], [0.110, 2.826, 2.007]],
  "forces_ev_per_a": [[0.08, 0.16, -0.04], [-0.06, -0.08, -0.04], [-0.05, -0.07, 0.02], [-0.04, -0.01, 0.01], [0.02, -0.02, 0.02], [-0.04, -0.13, 0.04], [-0.07, 0.22, -0.14], [0.03, -0.23, 0.11], [0.18, 0.29, -0.12], [-0.24, -0.12, 0.06], [0.02, 0.14, 0.06], [0.12, 0.05, 0.06], [0.05, -0.13, -0.18], [0.25, 0.22, 0.17], [-0.22, -0.11, -0.04], [0.23, 0.08, -0.01], [-0.10, -0.11, -0.06], [-0.03, 0.05, 0.04], [-0.01, -0.04, -0.02], [-0.04, -0.07, -0.03], [-0.12, 0.12, 0.04], [0.00, 0.00, -0.01], [0.02, -0.01, 0.00], [0.00, -0.01, 0.01], [0.01, -0.01, 0.01], [0.00, 0.01, -0.04], [-0.01, 0.01, -0.03], [0.03, -0.04, 0.01], [-0.06, 0.00, -0.02], [0.01, 0.00, 0.03], [-0.01, -0.03, 0.01], [0.01, 0.00, 0.01], [-0.01, 0.00, 0.00], [0.00, 0.00, 0.00], [0.02, 0.00, -0.01], [0.04, -0.02, 0.12], [-0.11, -0.17, -0.19], [-0.04, -0.06, 0.12], [-0.09, 0.21, -0.05], [0.00, -0.16, -0.01], [0.27, 0.02, 0.08], [-0.11, 0.02, 0.01], [-0.03, 0.09, 0.04], [0.02, 0.03, 0.01], [-0.01, 0.00, -0.02], [0.00, -0.02, -0.02], [0.01, -0.01, -0.01], [0.00, 0.02, -0.03], [-0.02, -0.01, 0.02], [0.01, 0.01, 0.01], [-0.02, 0.00, 0.00], [0.09, -0.03, 0.00], [0.00, 0.01, 0.01], [0.01, 0.00, -0.01], [0.02, -0.01, -0.01], [0.02, -0.01, 0.00], [-0.01, 0.01, -0.02], [0.01, -0.01, -0.01], [-0.01, -0.03, 0.02]],
  "spin_multiplicity": 5,
  "s2": 6.097,
  "homo_energy_ev": [-12.58, -15.07],
  "lumo_energy_ev": [-5.56, -7.96],
  "e_above_lowest_kcal_mol": 0.0,
  "homo_lumo_gap_ha": [0.258, 0.261],
  "charge": 2
}

# 2
{
  "formula": "C22H30N4O2",
  "method": "ωB97M-V/def2-TZVPD",
  "elements": ["O", "C", "C", "C", "C", "N", "C", "C", "C", "C", "C", "O", "C", "N", "C", "C", "C", "N", "C", "C", "C", "C", "N", "C", "C", "C", "C", "C", "H", "H", "H", "H", "H", "H", "H", "H", "H", "H", "H", "H", "H", "H", "H", "H", "H", "H", "H", "H", "H", "H", "H", "H", "H", "H", "H", "H", "H", "H"],
  "positions_angstrom": [[3.729, 3.089, 0.311], [3.600, 1.714, 0.064], [2.144, 1.251, -0.038], [1.446, 1.837, -1.275], [0.038, 1.246, -1.438], [-0.826, 1.701, -0.367], [-2.113, 1.029, -0.384], [-1.961, -0.428, -0.044], [-2.618, -1.413, -0.768], [-2.480, -2.747, -0.430], [-1.672, -3.110, 0.640], [-1.527, -4.467, 0.872], [-1.504, -4.960, 2.105], [-1.771, -4.177, 3.145], [-1.772, -4.747, 4.337], [-1.505, -6.095, 4.517], [-1.236, -6.815, 3.361], [-1.234, -6.262, 2.164], [-0.992, -2.136, 1.359], [-1.148, -0.807, 1.018], [-0.941, 3.143, -0.430], [0.447, 3.764, -0.251], [1.435, 3.301, -1.219], [1.352, 3.990, -2.505], [2.366, 3.486, -3.540], [2.553, 4.683, -4.464], [2.658, 5.851, -3.488], [1.704, 5.489, -2.339], [3.102, 3.529, -0.292], [4.097, 1.205, 0.895], [4.128, 1.444, -0.866], [1.605, 1.531, 0.865], [2.127, 0.163, -0.117], [2.035, 1.538, -2.146], [0.095, 0.156, -1.403], [-0.369, 1.535, -2.427], [-2.742, 1.506, 0.376], [-2.622, 1.137, -1.359], [-3.248, -1.139, -1.602], [-2.987, -3.518, -0.987], [-1.996, -4.086, 5.165], [-1.506, -6.553, 5.491], [-1.013, -7.874, 3.384], [-0.352, -2.418, 2.179], [-0.622, -0.041, 1.567], [-1.591, 3.485, 0.380], [-1.388, 3.474, -1.387], [0.368, 4.849, -0.312], [0.812, 3.508, 0.746], [0.343, 3.905, -2.943], [2.020, 2.605, -4.079], [3.310, 3.257, -3.043], [3.431, 4.587, -5.101], [1.676, 4.800, -5.103], [3.680, 5.924, -3.116], [2.400, 6.802, -3.952], [0.804, 6.102, -2.374], [2.190, 5.652, -1.378]],
  "forces_ev_per_a": [[0.09, 0.50, 0.15], [-0.11, -0.41, -0.04], [0.31, 0.33, -0.24], [-0.13, -0.55, 0.11], [0.30, 0.04, -0.14], [-0.13, 0.07, -0.04], [0.01, 0.09, 0.07], [-0.13, -0.07, -0.09], [0.09, 0.17, 0.12], [0.14, -0.37, 0.29], [-0.18, 0.50, -0.23], [0.09, 0.16, -0.53], [-0.10, -0.50, 1.17], [-0.08, 0.24, -0.59], [0.08, -0.39, 0.16], [-0.01, 0.10, -0.06], [-0.05, 0.15, 0.28], [0.05, 0.17, -0.65], [0.11, -0.18, -0.02], [-0.08, -0.09, -0.10], [0.21, 0.17, 0.06], [-0.30, 0.04, 0.14], [0.11, 0.08, -0.10], [0.08, 0.06, -0.08], [-0.28, 0.03, -0.12], [0.11, -0.04, 0.08], [-0.07, 0.07, -0.11], [-0.12, 0.05, -0.06], [-0.04, -0.10, 0.04], [-0.02, -0.05, -0.13], [-0.02, -0.08, 0.09], [-0.02, -0.07, 0.09], [-0.05, -0.09, 0.03], [-0.03, 0.04, 0.06], [0.04, 0.03, -0.08], [-0.05, -0.04, 0.04], [-0.01, 0.04, -0.11], [0.01, 0.00, 0.08], [-0.04, 0.04, -0.10], [-0.05, -0.10, -0.05], [-0.01, -0.04, 0.13], [0.00, -0.05, 0.10], [0.00, -0.08, 0.10], [0.02, 0.02, 0.03], [0.10, 0.08, 0.08], [-0.01, 0.03, -0.04], [-0.03, -0.03, 0.05], [0.06, 0.00, 0.04], [-0.07, 0.09, 0.02], [0.09, 0.00, 0.01], [0.06, -0.10, 0.04], [0.09, -0.08, 0.08], [-0.02, -0.01, -0.09], [-0.02, 0.00, -0.07], [0.04, 0.04, -0.01], [0.09, 0.06, 0.02], [-0.01, 0.05, 0.08], [-0.08, 0.00, 0.09]],
  "homo_energy_ev": -8.33,
  "lumo_energy_ev": 0.74,
  "e_above_lowest_kcal_mol": 69.2,
  "homo_lumo_gap_ha": 0.333
}

# 3
{
  "formula": "C22H30N4O5",
  "method": "ωB97M-V/def2-TZVPD",
  "elements": ["O", "C", "N", "H", "C", "C", "O", "N", "H", "H", "C", "H", "C", "O", "N", "C", "C", "C", "C", "C", "O", "H", "H", "H", "H", "H", "C", "C", "H", "C", "C", "C", "C", "H", "H", "H", "H", "H", "H", "H", "H", "H", "C", "O", "N", "H", "C", "H", "C", "C", "H", "C", "H", "H", "C", "H", "H", "H", "H", "H", "H"],
  "positions_angstrom": [[-0.344, -5.481, -2.474], [-0.446, -5.159, -1.385], [-0.032, -3.962, -1.012], [0.267, -3.103, -1.465], [-0.430, -3.673, 0.593], [-0.774, -4.974, 1.007], [-1.015, -5.317, 2.194], [-0.963, -5.696, -0.330], [-1.282, -6.611, -0.387], [0.719, -3.530, 1.041], [-1.057, -2.471, 0.721], [-1.379, -2.458, 1.835], [-0.747, -1.200, 0.593], [0.578, -1.184, -0.172], [-1.365, -0.044, 0.741], [-2.343, -0.029, 1.694], [-2.154, 0.080, 3.218], [-2.408, 1.135, 4.020], [-1.852, 0.674, 5.032], [-1.037, -0.371, 4.947], [-1.411, -0.736, 3.628], [-0.367, -0.903, 5.558], [-1.781, 1.322, 6.003], [-2.898, 2.003, 3.780], [-3.268, 0.716, 1.009], [-2.955, -1.128, 1.446], [-0.730, 1.206, 0.512], [-1.565, 2.364, 0.352], [-2.384, 2.307, -0.047], [-0.881, 3.665, 0.190], [0.266, 3.965, 0.925], [1.149, 2.880, 0.881], [0.646, 1.452, 1.168], [1.257, 0.701, 1.167], [0.272, 1.497, 2.305], [2.214, 2.935, 1.455], [1.535, 2.850, -0.178], [0.978, 4.895, 0.896], [-0.054, 4.052, 2.049], [-0.430, 3.758, -0.976], [-1.547, 4.424, 0.337], [-1.673, 2.591, 1.602], [-0.440, 1.131, -1.126], [-1.483, 0.946, -1.734], [0.766, 1.211, -1.757], [1.505, 0.797, -0.994], [1.058, 0.714, -2.951], [0.092, 0.809, -3.458], [1.574, -0.652, -3.357], [3.103, -0.367, -3.882], [2.924, -0.568, -5.006], [3.439, 0.888, -3.504], [3.724, 0.728, -2.510], [4.322, 1.209, -3.944], [2.249, 1.598, -3.478], [2.237, 1.886, -4.630], [2.129, 2.697, -3.013], [3.759, -1.195, -3.492], [1.756, -1.124, -2.317], [1.206, -1.424, -3.700], [-2.232, -2.724, 0.378]],
  "forces_ev_per_a": [[0.00, -4.23, -7.34], [1.38, 5.50, 1.76], [0.20, 4.47, 5.52], [-0.07, -0.69, -0.42], [10.71, -1.00, -5.20], [-3.52, -3.44, 1.58], [0.88, 0.36, -4.72], [-1.61, -1.81, 7.56], [-0.57, -1.92, 0.28], [-2.59, -0.33, -0.85], [-11.26, -3.50, 5.27], [0.22, -0.47, -0.69], [11.15, 5.66, -8.21], [-5.96, 0.49, 3.79], [2.17, -1.03, 1.76], [-9.55, -1.68, -1.90], [-5.45, 6.86, -9.46], [-3.87, 0.34, -7.13], [5.29, 2.84, 14.87], [-1.70, -0.59, -2.06], [7.66, -8.48, 4.05], [0.36, -0.76, 0.16], [-0.25, -1.34, -1.49], [-1.18, 1.67, -0.23], [2.41, -1.87, 3.29], [1.39, 3.00, 1.20], [5.53, -0.77, -6.44], [7.13, 3.08, 11.76], [-8.63, -0.88, -4.39], [0.69, 0.37, -7.69], [2.33, 3.34, 7.06], [7.02, -4.58, -1.07], [-6.79, 5.50, 4.26], [3.71, -4.19, -0.76], [1.04, -0.05, -1.58], [-2.60, 0.40, -0.85], [-0.22, -0.03, 0.71], [-2.17, -1.06, -1.08], [0.19, -0.03, -1.26], [-1.64, -0.14, 2.29], [-2.23, 1.91, -0.20], [-1.21, -0.57, -2.37], [-1.50, -2.14, -0.61], [0.25, 0.27, -0.55], [2.39, -1.36, 9.46], [-2.02, 1.59, -2.04], [-0.34, 0.36, -7.44], [0.30, 0.70, -0.93], [7.58, 5.48, 8.24], [-3.74, -8.89, -3.72], [0.92, 0.64, 1.24], [3.47, 1.52, 3.77], [1.00, 0.04, 2.29], [1.29, 1.45, -1.28], [-4.64, 7.03, -3.53], [-1.36, -0.49, 1.72], [0.84, -2.49, -0.61], [-0.48, 0.79, -0.62], [0.16, 0.52, -0.81], [-4.89, -6.60, -4.70], [2.38, 1.17, 0.34]],
  "homo_energy_ev": -8.94,
  "lumo_energy_ev": 0.09,
  "e_above_lowest_kcal_mol": 503.0,
  "homo_lumo_gap_ha": 0.332
}

# 4
{
  "formula": "C22H30NO3",
  "method": "ωB97M-V/def2-TZVPD",
  "elements": ["C", "C", "C", "C", "N", "C", "C", "O", "C", "O", "C", "C", "C", "C", "C", "C", "C", "O", "C", "C", "C", "C", "C", "C", "C", "C", "H", "H", "H", "H", "H", "H", "H", "H", "H", "H", "H", "H", "H", "H", "H", "H", "H", "H", "H", "H", "H", "H", "H", "H", "H", "H", "H", "H", "H", "H"],
  "positions_angstrom": [[-1.129, 2.626, -1.715], [0.300, 2.181, -1.998], [0.608, 2.317, -3.484], [1.278, 2.975, -1.141], [0.385, 0.727, -1.577], [1.578, -0.013, -2.026], [1.675, -1.432, -1.417], [2.373, -2.288, -2.268], [2.289, -1.389, -0.009], [1.457, -0.546, 0.758], [1.482, -0.623, 2.120], [2.529, -1.175, 2.844], [2.479, -1.201, 4.227], [1.380, -0.692, 4.902], [0.321, -0.170, 4.189], [0.349, -0.124, 2.795], [-0.781, 0.393, 2.010], [-0.623, 0.933, 0.924], [-2.163, 0.152, 2.565], [-3.198, 0.035, 1.435], [-2.702, -0.819, 0.299], [-2.111, -2.057, 0.527], [-1.630, -2.816, -0.526], [-1.719, -2.347, -1.827], [-2.311, -1.116, -2.067], [-2.808, -0.367, -1.011], [-1.221, 3.697, -1.866], [-1.829, 2.134, -2.385], [-1.397, 2.404, -0.686], [1.658, 2.146, -3.704], [0.003, 1.634, -4.076], [0.370, 3.328, -3.803], [2.311, 2.701, -1.337], [1.063, 2.822, -0.086], [1.176, 4.034, -1.357], [0.316, 0.716, -0.526], [-0.465, 0.233, -1.898], [1.541, -0.132, -3.112], [2.468, 0.561, -1.762], [0.666, -1.857, -1.344], [3.310, -2.057, -2.300], [2.320, -2.403, 0.404], [3.314, -0.990, -0.052], [3.395, -1.569, 2.336], [3.306, -1.620, 4.778], [1.351, -0.708, 5.979], [-0.531, 0.233, 4.715], [-2.429, 0.993, 3.211], [-2.154, -0.746, 3.181], [-3.438, 1.028, 1.052], [-4.115, -0.393, 1.846], [-2.039, -2.444, 1.532], [-1.190, -3.783, -0.332], [-1.347, -2.943, -2.647], [-2.423, -0.761, -3.082], [-3.301, 0.574, -1.205]],
  "forces_ev_per_a": [[0.08, -0.04, 0.09], [-0.07, 0.46, -0.19], [0.04, -0.06, 0.18], [-0.03, -0.14, -0.02], [-0.24, -0.04, 0.45], [0.38, -0.58, -0.17], [-0.30, 0.51, 0.50], [0.35, -0.17, -0.17], [0.09, -0.44, -0.34], [0.11, -0.03, 0.12], [-0.25, 0.14, 0.21], [0.06, 0.01, -0.33], [-0.17, 0.07, 0.00], [0.06, -0.01, 0.12], [0.03, -0.01, -0.26], [0.59, -0.10, -0.18], [0.05, 0.03, 0.07], [-0.36, 0.22, 0.51], [-0.33, 0.09, -0.32], [0.10, 0.06, 0.11], [-0.14, -0.04, -0.14], [-0.08, 0.06, -0.06], [0.02, -0.08, -0.05], [-0.02, -0.05, -0.04], [-0.16, -0.08, -0.08], [-0.06, -0.09, 0.03], [0.06, 0.10, -0.07], [-0.12, -0.08, -0.09], [-0.10, -0.01, 0.07], [0.11, -0.05, -0.05], [-0.08, -0.09, -0.12], [-0.03, 0.10, 0.01], [0.14, -0.03, -0.01], [0.00, 0.01, 0.15], [-0.04, 0.09, -0.07], [0.00, -0.11, -0.46], [0.24, 0.10, 0.13], [-0.05, 0.09, 0.15], [-0.07, 0.06, -0.06], [0.21, 0.15, 0.07], [-0.02, -0.01, 0.00], [-0.01, 0.09, -0.02], [-0.06, -0.04, 0.00], [0.08, -0.04, -0.07], [0.08, -0.04, 0.05], [0.00, 0.01, 0.10], [-0.13, 0.00, 0.07], [0.03, -0.03, 0.11], [0.03, 0.06, 0.05], [-0.04, -0.06, 0.02], [-0.02, 0.09, 0.01], [0.03, -0.05, 0.16], [0.05, -0.11, 0.02], [0.03, -0.07, -0.09], [-0.03, 0.04, -0.11], [-0.02, 0.13, 0.00]],
  "homo_energy_ev": -11.88,
  "lumo_energy_ev": -2.76,
  "e_above_lowest_kcal_mol": 2.6,
  "homo_lumo_gap_ha": 0.335,
  "charge": 1
}